No. 1
{
  "formula": "C21H22N4O4S6Ta",
  "method": "wB97M-V/def2-TZVPD",
  "charge": 1,
  "orbital_gap_ha": 0.234,
  "homo_energy_ev": -10.58,
  "e_above_lowest_ev": 0.000,
  "energy_ev": -102845.526,
  "symbols": ["Ta", "C", "O", "C", "C", "C", "C", "C", "C", "N", "N", "C", "C", "O", "C", "C", "C", "C", "C", "C", "C", "C", "H", "H", "H", "H", "H", "H", "H", "H", "H", "H", "H", "H", "H", "S", "S", "S", "S", "C", "N", "C", "N", "O", "H", "H", "H", "H", "H", "H", "C", "O", "C", "S", "S", "H", "H", "H"],
  "positions_angstrom": [[0.2060, 0.0252, -0.4320], [-0.2127, -3.7367, -0.5808], [-0.0136, -2.5859, 0.2587], [0.6867, -2.8060, 1.4135], [1.2326, -4.0255, 1.7882], [1.8898, -4.1198, 3.0066], [1.9994, -3.0185, 3.8443], [1.4582, -1.8049, 3.4574], [0.8153, -1.7026, 2.2358], [0.2180, -0.4802, 1.7597], [-0.0298, 0.3121, 2.7134], [-0.7724, 1.4354, 2.5301], [-1.5347, 1.6528, 1.3888], [-1.3774, 0.8933, 0.3092], [-2.4932, 2.6876, 1.3550], [-2.5791, 3.5523, 2.3993], [-1.7529, 3.4300, 3.5557], [-1.8315, 4.3642, 4.6105], [-1.0401, 4.2264, 5.7167], [-0.1444, 3.1440, 5.8031], [-0.0487, 2.2251, 4.7911], [-0.8558, 2.3505, 3.6439], [-0.7258, -4.5073, -0.0074], [-0.8374, -3.4115, -1.4025], [0.7444, -4.0995, -0.9514], [1.1565, -4.8897, 1.1477], [2.3197, -5.0681, 3.2994], [2.5074, -3.1035, 4.7945], [1.5339, -0.9325, 4.0891], [-3.1222, 2.7774, 0.4801], [-3.2961, 4.3642, 2.3617], [-2.5303, 5.1877, 4.5295], [-1.1016, 4.9430, 6.5242], [0.4776, 3.0363, 6.6821], [0.6488, 1.4029, 4.8627], [0.8467, 1.4434, -2.3445], [-0.4677, 1.0513, -3.9232], [-0.6573, -0.9536, -3.7456], [-1.5268, -0.9779, -1.8529], [-0.5111, 5.2760, -1.0431], [-0.2804, 3.8854, -0.7043], [0.6276, 3.4683, 0.1861], [1.2914, 4.3969, 0.9063], [0.8534, 2.2546, 0.4121], [-1.2877, 5.3206, -1.8011], [0.3832, 5.7565, -1.4469], [-0.8631, 5.8342, -0.1738], [-0.5978, 3.1646, -1.3354], [1.2233, 5.3801, 0.7203], [1.9803, 4.0707, 1.5603], [5.4553, -0.5679, -0.1896], [4.3975, -1.2526, -0.8956], [3.1594, -0.8762, -0.7261], [1.9594, -1.6534, -1.5842], [2.6716, 0.3941, 0.2965], [6.3600, -0.8050, -0.7375], [5.5109, -0.9509, 0.8274], [5.2791, 0.5053, -0.1885]],
  "lowdin_charge": [1.22, -0.10, -0.29, -0.25, 0.01, -0.05, -0.06, -0.01, -0.20, -0.09, 0.14, -0.15, -0.29, -0.30, 0.01, 0.02, -0.16, -0.02, -0.06, -0.06, -0.01, -0.09, 0.11, 0.03, 0.08, 0.11, 0.12, 0.11, 0.11, 0.13, 0.13, 0.12, 0.11, 0.11, 0.10, 0.09, 0.01, -0.02, 0.13, -0.05, 0.02, -0.60, 0.23, -0.28, 0.10, 0.10, 0.09, 0.07, 0.10, 0.13, -0.05, -0.15, -1.19, 0.69, 0.73, 0.10, 0.10, 0.07]
}

No. 2
{
  "formula": "C21H22N6O7S2Se2Te2V",
  "method": "wB97M-V/def2-TZVPD",
  "spin_multiplicity": 4,
  "charge": -2,
  "orbital_gap_ha": [0.195, 0.200],
  "homo_energy_ev": [-1.29, -1.44],
  "e_above_lowest_ev": 0.000,
  "energy_ev": -238046.934,
  "symbols": ["V", "O", "C", "O", "C", "O", "C", "C", "O", "O", "H", "H", "H", "H", "H", "Se", "Te", "Te", "Se", "N", "C", "C", "C", "C", "C", "C", "S", "O", "O", "N", "C", "N", "C", "C", "C", "N", "H", "H", "H", "H", "H", "H", "H", "H", "H", "N", "C", "S", "N", "C", "C", "C", "C", "C", "C", "H", "H", "H", "H", "H", "H", "H", "H"],
  "positions_angstrom": [[-0.1720, -0.5194, -1.2598], [-0.4040, 3.6823, -1.6083], [0.1387, 2.4332, -1.4930], [-0.5222, 1.5054, -0.9550], [1.6169, 2.5119, -1.1296], [2.1735, 1.2350, -1.3392], [2.8200, 0.5632, -0.2983], [1.9092, 0.2029, 0.9156], [2.3688, 0.4622, 2.0231], [0.7547, -0.2525, 0.6533], [-1.1637, 3.6501, -2.2119], [1.6986, 2.8132, -0.0793], [2.1270, 3.2438, -1.7588], [3.6964, 1.1071, 0.0579], [3.0540, -0.3792, -2.0392], [0.4426, 1.6623, -3.7268], [-0.2610, 3.3458, -5.4061], [-3.2656, 0.4428, -4.8728], [-1.2289, -0.0569, -3.5205], [0.2304, -4.4164, 4.7669], [0.3004, -4.1305, 3.3906], [-0.5608, -3.2001, 2.8198], [-0.4904, -2.9217, 1.4655], [0.4395, -3.5740, 0.6726], [1.2744, -4.5349, 1.2249], [1.2031, -4.8136, 2.5759], [0.5256, -3.2137, -1.0626], [-0.7801, -2.5969, -1.3833], [0.8689, -4.4512, -1.7050], [1.4853, -1.9835, -1.3770], [2.7342, -1.9358, -0.7861], [3.2721, -2.7637, 0.0065], [4.5596, -2.5894, 0.4608], [5.3491, -1.6554, -0.1640], [4.8174, -0.7997, -1.1104], [3.3677, -0.6266, -1.0956], [-0.1064, -3.6333, 5.3072], [1.1093, -4.7432, 5.1402], [-1.2852, -2.6801, 3.4367], [-1.1746, -2.2062, 1.0280], [1.9889, -5.0400, 0.5917], [1.8651, -5.5534, 3.0125], [4.9269, -3.3031, 1.1821], [6.4187, -1.6325, 0.0114], [5.3446, -0.0896, -1.7250], [-1.5191, 0.8131, 2.1241], [-2.4527, 0.9801, 1.1499], [-2.9962, -0.2964, 0.2177], [-2.9691, 2.2401, 1.1454], [-3.6821, 2.9637, 0.1722], [-4.3209, 4.1191, 0.6229], [-4.9869, 4.9490, -0.2625], [-5.0264, 4.6304, -1.6117], [-4.3879, 3.4807, -2.0572], [-3.7149, 2.6423, -1.1794], [-0.9169, 0.0007, 2.0027], [-0.9485, 1.6261, 2.3158], [-2.6686, 2.8137, 1.9183], [-4.2858, 4.3678, 1.6787], [-5.4699, 5.8461, 0.1065], [-5.5384, 5.2768, -2.3128], [-4.3770, 3.2163, -3.1070], [-3.2055, 1.7655, -1.5593]],
  "lowdin_charge": [0.50, 0.00, -0.75, -0.23, -0.15, -0.16, -0.16, -0.58, 0.03, -0.11, 0.07, 0.15, 0.13, 0.16, 0.17, 0.03, -0.02, -0.03, -0.17, 0.07, -0.33, -0.03, -0.06, -0.27, -0.07, -0.04, 0.63, -0.43, -0.29, -0.15, -0.39, 0.11, -0.21, -0.17, -0.12, 0.02, 0.08, 0.07, 0.11, 0.05, 0.11, 0.10, 0.06, 0.08, 0.08, 0.10, -0.86, 0.71, 0.06, -0.24, -0.05, -0.11, -0.11, -0.07, -0.04, 0.06, 0.10, 0.13, 0.10, 0.09, 0.09, 0.07, 0.06]
}

No. 3
{
  "formula": "C21H22N7O4Ru",
  "method": "wB97M-V/def2-TZVPD",
  "spin_multiplicity": 2,
  "charge": 0,
  "orbital_gap_ha": [0.257, 0.248],
  "homo_energy_ev": [-7.86, -7.85],
  "energy_ev": -43332.154,
  "symbols": ["Ru", "O", "C", "C", "C", "C", "C", "C", "C", "O", "N", "N", "C", "C", "C", "C", "C", "C", "C", "O", "H", "H", "H", "H", "H", "H", "H", "H", "H", "H", "C", "N", "C", "C", "O", "N", "C", "C", "H", "H", "H", "H", "H", "H", "H", "H", "H", "H", "H", "H", "N", "C", "N", "C", "N"],
  "positions_angstrom": [[0.0894, -0.0476, -0.4061], [3.0337, 3.3420, -0.9431], [2.4244, 4.2635, -0.1679], [3.0821, 5.4694, 0.0670], [2.5018, 6.4353, 0.8630], [1.2497, 6.2242, 1.4343], [0.5906, 5.0341, 1.2069], [1.1676, 4.0353, 0.4165], [0.4690, 2.7515, 0.1903], [0.9485, 1.9326, -0.6965], [-0.6052, 2.5184, 0.8906], [-1.1595, 1.2897, 0.7210], [-2.4368, 1.1776, 0.8574], [-3.1955, -0.0415, 0.7953], [-4.4665, -0.0514, 1.3907], [-5.2429, -1.1848, 1.4209], [-4.7656, -2.3522, 0.8198], [-3.5521, -2.3600, 0.1742], [-2.7345, -1.2095, 0.1262], [-1.6188, -1.2593, -0.5479], [2.3894, 2.6111, -1.0636], [4.0472, 5.6331, -0.3948], [3.0256, 7.3673, 1.0343], [0.7942, 6.9917, 2.0457], [-0.3828, 4.8443, 1.6330], [-2.9811, 2.0951, 1.0694], [-4.8250, 0.8601, 1.8559], [-6.2079, -1.1725, 1.9089], [-5.3572, -3.2585, 0.8558], [-3.1829, -3.2512, -0.3176], [3.8698, -3.5691, -1.0131], [2.7570, -2.6504, -0.7651], [1.4316, -3.1335, -1.1009], [2.8499, -1.4967, -0.0208], [1.8478, -1.0314, 0.5818], [4.0280, -0.8527, 0.0665], [4.0927, 0.3998, 0.8260], [5.2127, -1.1662, -0.7209], [3.4716, -4.5701, -1.1645], [4.5317, -3.6138, -0.1501], [4.4412, -3.2983, -1.8998], [1.5400, -3.8904, -1.8733], [0.8203, -2.3155, -1.5036], [0.1201, -3.1149, 0.5587], [3.1217, 0.6198, 1.2496], [4.3817, 1.2172, 0.1644], [4.8259, 0.3133, 1.6294], [5.7631, -2.0172, -0.3205], [5.8710, -0.3029, -0.6861], [4.9614, -1.3521, -1.7640], [2.9302, -6.9393, -1.7499], [2.1567, -6.4811, -1.0168], [1.3031, -6.0064, -0.1603], [0.7247, -5.0145, 0.3028], [0.6889, -3.7376, 0.0067]],
  "lowdin_charge": [1.19, 0.04, -0.27, -0.02, -0.09, -0.10, -0.03, -0.09, -0.43, -0.19, 0.05, -0.10, -0.06, -0.15, -0.05, -0.10, -0.08, -0.02, -0.37, -0.24, 0.05, 0.12, 0.10, 0.10, 0.11, 0.13, 0.11, 0.10, 0.10, 0.11, -0.03, -0.05, -0.13, -0.46, -0.11, -0.10, -0.01, -0.04, 0.05, 0.10, 0.09, 0.14, 0.11, 0.12, 0.08, 0.09, 0.10, 0.09, 0.09, 0.09, 0.13, -0.38, 0.11, -0.09, 0.07]
}

No. 4
{
  "formula": "C21H23BrCsNO5",
  "method": "wB97M-V/def2-TZVPD",
  "charge": -2,
  "orbital_gap_ha": 0.236,
  "homo_energy_ev": -2.83,
  "e_above_lowest_ev": 0.000,
  "energy_ev": -104471.718,
  "symbols": ["Cs", "C", "C", "C", "C", "C", "C", "C", "Br", "C", "O", "C", "C", "C", "C", "C", "C", "H", "H", "H", "H", "H", "H", "H", "H", "H", "H", "H", "H", "H", "H", "H", "H", "H", "H", "H", "H", "O", "C", "O", "C", "C", "C", "N", "C", "C", "C", "O", "O", "H", "H", "H"],
  "positions_angstrom": [[-1.3491, -2.6630, 0.0000], [5.7558, 1.5090, -1.2478], [4.9790, 1.9531, 0.0000], [4.9271, 3.4817, 0.0000], [5.7558, 1.5090, 1.2478], [3.5745, 1.3421, 0.0000], [3.4011, -0.0439, -0.0001], [2.1321, -0.5839, 0.0000], [1.9408, -2.4927, -0.0001], [0.9177, 0.1688, 0.0000], [-0.2199, -0.4111, 0.0000], [1.1212, 1.5933, 0.0000], [2.4110, 2.1150, 0.0000], [-0.1098, 2.5075, -0.0001], [0.2604, 3.9934, -0.0001], [-0.9558, 2.2411, 1.2555], [-0.9558, 2.2410, -1.2557], [6.7675, 1.9370, -1.2505], [5.2364, 1.8369, -2.1526], [5.8458, 0.4199, -1.2920], [5.9455, 3.8845, 0.0000], [4.4111, 3.8641, 0.8861], [4.4112, 3.8641, -0.8860], [6.7674, 1.9370, 1.2505], [5.8458, 0.4198, 1.2919], [5.2363, 1.8369, 2.1526], [4.2534, -0.7193, -0.0001], [2.5178, 3.1901, -0.0001], [0.8372, 4.2701, 0.8878], [-0.6595, 4.5869, -0.0002], [0.8373, 4.2700, -0.8880], [-0.3926, 2.5146, 2.1540], [-1.2255, 1.1869, 1.3156], [-1.8739, 2.8420, 1.2289], [-0.3927, 2.5144, -2.1541], [-1.8740, 2.8419, -1.2291], [-1.2255, 1.1868, -1.3157], [-9.1123, -4.2932, 0.0002], [-8.1747, -5.1291, 0.0002], [-8.2145, -6.3771, 0.0001], [-6.7550, -4.5179, 0.0002], [-6.5865, -3.1386, 0.0002], [-5.3052, -2.6177, 0.0002], [-4.1941, -3.3645, 0.0001], [-4.3482, -4.6991, 0.0000], [-5.6084, -5.2997, 0.0001], [-3.0673, -5.5688, -0.0001], [-3.2278, -6.7964, -0.0001], [-1.9692, -4.9176, -0.0001], [-7.4642, -2.5061, 0.0003], [-5.1494, -1.5409, 0.0002], [-5.6785, -6.3785, 0.0000]],
  "lowdin_charge": [1.41, -0.06, -0.57, -0.08, -0.06, -0.20, -0.11, -0.55, 0.67, -0.47, -0.48, -0.09, 0.00, -0.54, -0.09, -0.05, -0.05, 0.08, 0.09, 0.08, 0.08, 0.08, 0.08, 0.08, 0.08, 0.09, 0.09, 0.07, 0.08, 0.08, 0.08, 0.08, 0.07, 0.08, 0.08, 0.08, 0.07, -0.09, -0.70, -0.07, -0.12, -0.03, -0.17, -0.03, -0.19, 0.04, -0.67, -0.02, -0.52, 0.10, 0.09, 0.12]
}

No. 5
{
  "formula": "C21H23BrI2N3OPS",
  "method": "wB97M-V/def2-TZVPD",
  "charge": 0,
  "orbital_gap_ha": 0.293,
  "smiles": "C=Cc1cc2c(cc1/C(I)=C(/C)I)Sc1c(ccc(P(O)Br)c1NCC)N2CNC",
  "homo_energy_ev": -8.15,
  "energy_ev": -135035.212,
  "symbols": ["C", "C", "C", "C", "C", "C", "C", "C", "C", "I", "C", "C", "I", "S", "C", "C", "C", "C", "C", "P", "O", "Br", "C", "N", "C", "C", "N", "C", "N", "C", "H", "H", "H", "H", "H", "H", "H", "H", "H", "H", "H", "H", "H", "H", "H", "H", "H", "H", "H", "H", "H", "H", "H"],
  "positions_angstrom": [[-1.3868, 3.5697, 3.3454], [-2.1053, 2.9482, 2.3963], [-1.5621, 2.2855, 1.2023], [-0.1789, 2.1008, 1.0957], [0.3819, 1.4436, 0.0114], [-0.4705, 0.9620, -0.9829], [-1.8372, 1.1324, -0.9024], [-2.3926, 1.7916, 0.1880], [-3.8645, 1.9400, 0.2883], [-4.7025, 3.5982, -0.6800], [-4.6472, 1.0946, 0.9559], [-6.1391, 1.1882, 1.1070], [-3.7898, -0.5575, 1.9369], [0.2934, 0.0933, -2.3169], [1.3428, -0.8986, -1.2899], [2.0074, -0.2148, -0.2704], [2.8558, -0.9287, 0.5703], [2.9901, -2.2963, 0.3965], [2.3209, -2.9873, -0.6084], [2.5690, -4.8133, -0.7756], [1.0720, -5.3854, -1.0331], [2.8904, -5.3726, 1.3978], [1.4873, -2.2747, -1.4854], [0.8525, -2.9946, -2.5408], [-0.6102, -2.9949, -2.6110], [-1.1358, -2.5363, -3.9795], [1.7752, 1.1906, -0.1456], [2.6119, 1.8545, 0.8436], [3.9986, 1.8690, 0.4247], [4.9189, 1.9292, 1.5461], [-0.5200, 4.1915, 3.1461], [-1.7145, 3.5201, 4.3779], [-3.1838, 2.8999, 2.5255], [0.4268, 2.4651, 1.9120], [-2.4810, 0.7343, -1.6771], [-6.4543, 0.6491, 2.0001], [-6.6520, 0.7139, 0.2680], [-6.4617, 2.2210, 1.2275], [3.4081, -0.4479, 1.3644], [3.6346, -2.8366, 1.0752], [0.3875, -4.7329, -0.8371], [1.2721, -2.7811, -3.4348], [-1.0419, -2.3398, -1.8533], [-0.9899, -4.0119, -2.4598], [-2.1034, -2.0436, -3.8967], [-1.1933, -3.3710, -4.6797], [-0.4556, -1.8080, -4.4266], [2.2768, 2.8929, 0.9057], [2.4679, 1.4089, 1.8454], [4.2007, 1.0910, -0.1865], [5.9278, 1.6547, 1.2486], [4.9102, 2.9376, 1.9660], [4.6311, 1.2602, 2.3753]],
  "lowdin_charge": [0.03, -0.12, -0.19, 0.05, -0.21, -0.42, -0.05, -0.34, -0.78, 0.93, -0.80, -0.21, 0.93, 1.08, -0.35, -0.21, -0.01, -0.13, -0.37, 0.59, -0.39, 0.26, -0.28, -0.04, -0.28, -0.11, -0.01, -0.24, -0.09, -0.13, 0.06, 0.06, 0.10, 0.10, 0.12, 0.04, 0.09, 0.04, 0.10, 0.04, 0.04, 0.12, 0.10, 0.10, 0.07, 0.07, 0.05, 0.13, 0.12, 0.10, 0.08, 0.08, 0.07]
}